Entry 1:
16
Properties=species:S:1:pos:R:3:forces:R:3:nbo_charge:R:1 method="wB97M-V/def2-TZVPD" e_tot_ev=-25979.574 max_force_ha_per_bohr=0.027 lumo_energy_ev=0.37 smiles="C=CC.CSS" relative_energy_kcal_mol=32.5 homo_lumo_gap_ev=9.456 spin_multiplicity=1
C 2.38508 -0.51881 -0.52023 0.095 0.471 0.092 -0.421
C 1.30970 0.18092 -0.86527 -0.041 0.370 -0.262 -0.164
C 0.73702 1.34323 -0.11371 0.002 0.056 0.642 -0.665
H 2.94306 -1.12647 -1.21947 -0.445 -0.539 0.080 0.202
H 2.82383 -0.39767 0.46569 0.205 0.285 -0.128 0.185
H 0.74901 -0.04473 -1.76645 0.459 -0.001 -0.311 0.200
H -0.24023 1.08790 0.30170 0.209 0.214 0.174 0.216
H 1.40078 1.71293 0.67151 -0.054 -0.377 0.199 0.211
H 0.57164 2.23044 -0.72604 -0.006 -0.238 -0.468 0.224
C -1.24992 -1.13543 1.18529 0.200 -0.458 0.066 -0.759
S -1.73941 -1.09416 -0.55411 -0.445 1.061 -0.083 0.096
S -2.50471 0.88477 -0.83481 0.521 -1.258 0.173 -0.144
H -0.22056 -0.81700 1.34144 -0.046 0.191 -0.129 0.223
H -1.28318 -2.19794 1.44140 -0.118 0.059 0.065 0.232
H -1.92610 -0.59143 1.83794 -0.110 0.028 -0.115 0.232
H -3.75603 0.48344 -0.64491 -0.424 0.137 0.006 0.132

Entry 2:
16
Properties=species:S:1:pos:R:3:forces:R:3:nbo_charge:R:1 method="wB97M-V/def2-TZVPD" e_tot_ev=-23021.241 max_force_ha_per_bohr=0.104 lumo_energy_ev=0.89 smiles="C=CCS[SiH2]C" relative_energy_kcal_mol=47.1 homo_lumo_gap_ev=9.635 spin_multiplicity=1
C 2.01336 2.28359 -1.25655 -2.330 -3.733 -0.019 -0.374
C 0.75191 1.81971 -1.31009 4.795 -2.352 -0.550 -0.173
C 0.38461 0.37222 -1.54181 -2.328 1.582 -1.748 -0.529
S -1.10100 0.13065 -0.48605 -0.821 -0.032 -0.057 -0.230
Si -0.50832 -1.32639 0.96181 -2.403 1.337 0.515 1.005
C -1.91593 -1.68214 2.29217 3.859 0.542 1.320 -1.037
H 2.19344 3.27003 -1.29983 0.806 3.313 0.020 0.190
H 2.78112 1.56528 -1.33129 1.210 -0.437 0.348 0.182
H 0.10282 2.53834 -1.54021 -3.476 2.378 -0.284 0.190
H 0.09193 0.27901 -2.67597 0.243 0.003 2.149 0.231
H 1.04694 -0.41590 -1.34097 1.503 -0.539 0.368 0.222
H 0.58348 -0.85819 1.70435 1.484 0.458 0.782 -0.199
H -0.10130 -2.39132 0.11717 0.259 -1.368 -0.278 -0.188
H -2.11058 -2.65567 1.98215 -0.417 -2.294 0.115 0.223
H -1.33919 -1.67746 3.35955 -1.582 -0.122 -2.566 0.239
H -2.87331 -1.25177 2.36557 -0.803 1.265 -0.114 0.248